{
  "formula": "C5H32AsF6O11",
  "method": "ωB97M-V/def2-TZVPD",
  "total_energy_ha": -3872.45937,
  "orbital_gap_ev": 10.5,
  "e_lumo_ev": 2.424,
  "mol_weight_g_mol": 457.21,
  "charge": -1,
  "species": ["As", "F", "F", "F", "F", "F", "F", "C", "O", "H", "H", "H", "H", "C", "O", "H", "H", "H", "H", "C", "O", "H", "H", "H", "H", "C", "O", "H", "H", "H", "H", "C", "O", "H", "H", "H", "H", "O", "H", "H", "O", "H", "H", "O", "H", "H", "O", "H", "H", "O", "H", "H", "O", "H", "H"],
  "coordinates": [[0.29677, -0.75144, 0.53438], [0.34422, 0.85624, 1.17875], [-1.04432, -1.27029, 1.58193], [0.35062, -2.31129, -0.12297], [1.57268, -0.29156, -0.61280], [1.53662, -1.10059, 1.70510], [-0.92152, -0.24113, -0.60992], [-3.12398, 2.56171, 1.87118], [-3.37434, 1.80531, 2.97778], [-3.21478, 1.97397, 0.91812], [-3.86510, 3.33406, 1.87686], [-2.13793, 3.04883, 1.83484], [-2.77126, 1.08510, 3.05488], [3.30671, -4.07358, 2.11562], [1.91606, -4.53038, 1.93227], [3.83175, -5.01485, 2.05684], [3.59469, -3.41065, 1.31418], [3.49564, -3.69541, 3.10683], [1.36138, -3.73717, 1.86325], [0.03333, 2.06332, -3.58974], [1.22688, 1.31208, -3.77587], [0.28520, 2.72199, -2.75015], [-0.12604, 2.66151, -4.50944], [-0.80708, 1.38609, -3.39524], [1.10374, 0.33656, -3.57873], [-1.57575, 4.45459, -1.53741], [-2.28532, 3.28467, -1.32815], [-0.43930, 4.25716, -1.68967], [-1.91553, 5.00171, -2.44230], [-1.63211, 5.03884, -0.58680], [-1.70718, 2.54746, -1.23956], [-1.82410, -4.78425, -0.24054], [-0.56519, -5.53746, -0.27178], [-1.68446, -3.69767, -0.37738], [-2.45778, -5.23120, -1.03601], [-2.31530, -4.99805, 0.74806], [0.01255, -5.27539, 0.45052], [-4.12695, -1.31608, 0.47485], [-4.16195, -0.88694, 1.33304], [-3.15618, -1.46686, 0.41866], [-0.23347, -0.91249, 4.41287], [-0.96653, -1.35923, 3.98816], [0.26195, -0.42897, 3.74975], [-0.11619, -1.48388, -3.58463], [-0.79429, -1.62943, -2.88993], [-0.27228, -2.24621, -4.17322], [5.18230, 3.43295, -0.77894], [4.71465, 3.50768, 0.05795], [4.49738, 3.01298, -1.36401], [2.56434, 2.20816, -1.49806], [2.06428, 1.67160, -2.13506], [2.18491, 1.99654, -0.61629], [3.00520, 2.01796, 1.77267], [2.46427, 2.70289, 2.12335], [2.40810, 1.40045, 1.28191]]
}